Below is a structure of composition C5H11NO2 in a non-equilibrium geometry, with properties calculated with the ωB97M-V functional and the def2-TZVPD basis.

The geometry in XYZ format:
```
19
Properties=species:S:1:pos:R:3
O -0.396 -1.416 2.295
C -1.218 0.402 -1.310
O -2.328 0.574 -1.908
C -0.124 1.538 -0.962
C -1.063 1.160 0.118
C 2.145 -0.796 1.284
C 1.577 -1.766 0.466
N 1.158 1.060 -0.816
H -0.731 -0.575 -1.443
H -0.187 2.425 -1.588
H -2.014 1.609 0.330
H -0.637 0.534 0.889
H 2.370 -1.068 2.310
H 2.664 0.061 0.890
H 1.391 -1.435 -0.552
H 1.653 -2.814 0.706
H 0.871 -1.012 1.150
H -0.950 -2.115 2.662
H 1.863 1.620 -1.283
```

## Properties
Relative energy (zero: lowest compared OMol25 entry of this formula, charge and spin), kJ/mol: 634.27
Spin multiplicity: 2
Charge: -1
Total energy, eV: -10941.26372
Strongest force on any atom, eV/A: 2.82